(1)
The following is a quantum chemistry calculation of a molecular structure, C11H44Ag2O15P in a non-equilibrium geometry, from the OMol25 dataset.

Geometry as XYZ:
```
73
C11H44Ag2O15P, DFT wB97M-V/def2-TZVPD
Ag -7.360 -6.043 1.796
Ag -3.301 -2.028 6.440
P -7.364 -4.310 6.103
O -7.303 -5.778 5.693
O -6.509 -3.864 4.865
O -6.477 -3.930 7.341
O -8.788 -3.757 6.023
C -14.984 -1.736 7.141
O -14.386 -2.969 7.407
H -15.887 -1.730 7.751
H -14.347 -0.895 7.417
H -15.138 -1.593 6.071
H -13.512 -2.990 7.010
C -4.011 -11.712 6.230
O -3.917 -10.282 6.223
H -2.999 -12.116 6.252
H -4.616 -12.085 7.056
H -4.466 -11.961 5.272
H -4.751 -9.845 6.414
C -6.474 -7.762 11.644
O -5.382 -6.913 11.320
H -7.400 -7.190 11.596
H -6.583 -8.457 10.810
H -6.306 -8.240 12.609
H -5.647 -6.325 10.609
C -13.044 -4.841 1.601
O -11.699 -4.561 1.956
H -13.007 -5.314 0.619
H -13.612 -5.450 2.305
H -13.484 -3.850 1.493
H -11.707 -4.151 2.825
C 0.460 -6.536 6.735
O -0.810 -6.026 6.473
H 0.757 -7.261 5.978
H 1.169 -5.709 6.716
H 0.551 -7.005 7.715
H -1.402 -6.780 6.520
C -8.912 -11.918 1.498
O -8.966 -10.647 2.102
H -9.877 -12.424 1.489
H -8.652 -11.726 0.457
H -8.171 -12.557 1.979
H -8.989 -10.717 3.059
C -10.101 -1.832 11.494
O -8.768 -1.807 11.815
H -10.300 -1.455 10.491
H -10.491 -2.849 11.543
H -10.602 -1.175 12.205
H -8.373 -2.343 11.124
C -9.172 1.309 3.445
O -9.586 1.087 4.781
H -8.787 2.315 3.280
H -8.303 0.725 3.145
H -9.938 1.044 2.716
H -9.674 0.133 4.839
C -11.441 -9.041 7.448
O -10.170 -9.576 7.131
H -11.919 -8.753 6.512
H -12.021 -9.776 8.005
H -11.368 -8.120 8.027
H -9.576 -8.822 7.129
C -8.055 -1.374 -1.997
O -7.236 -2.159 -1.170
H -7.962 -1.646 -3.048
H -9.117 -1.541 -1.814
H -7.801 -0.317 -1.917
H -6.471 -1.610 -0.984
C -1.844 -1.375 11.791
O -1.272 -1.537 10.475
H -1.387 -0.590 12.394
H -2.898 -1.209 11.569
H -1.979 -2.253 12.423
H -0.368 -1.781 10.683
```

net charge: +1
energy above the lowest of the compared OMol25 structures with the same formula, charge and spin: 197.2 kcal/mol
max |F|: 0.0438 Eh/bohr
HOMO energy (spin up / spin down): -11.48 / -11.48 eV
lowest unoccupied orbital energy (spin up / spin down): -6.11 / -6.10 eV
spin multiplicity: 3

Mulliken atomic charge list, values in e, 2 entries:
1. Ag 0.985
2. Ag 0.986

=====

(2)
The following is a quantum chemistry calculation of a molecular structure, C11H44BeN22O15S in a non-equilibrium geometry, from the OMol25 dataset.

Geometry as XYZ:
```
94
C11H44BeN22O15S, DFT wB97M-V/def2-TZVPD
Be 0.170 1.035 -2.622
S 0.148 -0.290 0.030
O 0.392 1.123 -0.304
O 0.208 -0.932 -1.298
O 1.307 -0.723 0.860
O -1.044 -0.488 0.869
C -3.981 0.829 2.465
O -4.779 0.988 3.404
N -4.320 0.591 1.209
N -2.657 0.724 2.787
H -3.660 0.742 0.460
H -5.255 0.630 0.845
H -1.966 0.420 2.099
H -2.535 0.693 3.785
C 0.802 3.222 2.972
O 1.831 3.754 2.586
N -0.157 3.896 3.679
N 0.322 1.992 2.577
H -0.890 3.293 4.015
H 0.092 4.560 4.398
H 0.632 1.586 1.707
H -0.552 1.634 2.910
C -0.219 -1.795 -4.503
O 0.003 -0.602 -4.298
N -0.430 -2.317 -5.748
N -0.384 -2.659 -3.490
H -0.229 -1.727 -6.536
H -0.642 -3.280 -5.927
H -0.804 -3.557 -3.647
H -0.278 -2.249 -2.572
C -2.817 -3.851 0.904
O -3.253 -4.785 0.244
N -3.307 -3.605 2.163
N -1.768 -3.036 0.640
H -2.915 -2.865 2.713
H -4.096 -4.153 2.454
H -1.586 -2.160 1.126
H -1.566 -3.001 -0.350
C -1.816 3.436 -0.818
O -1.511 2.614 -1.665
N -1.589 3.284 0.517
N -2.582 4.560 -1.047
H -0.910 2.567 0.739
H -1.530 4.083 1.125
H -2.684 4.943 -1.970
H -2.809 5.166 -0.281
C 4.346 1.627 1.147
O 5.045 1.995 2.095
N 4.829 1.471 -0.113
N 3.126 1.112 1.374
H 5.805 1.435 -0.336
H 4.221 1.324 -0.898
H 2.833 1.204 2.333
H 2.565 0.547 0.724
C 3.215 -0.537 -2.275
O 2.526 0.500 -2.356
N 2.762 -1.721 -1.836
N 4.548 -0.545 -2.525
H 1.783 -1.511 -1.670
H 3.254 -2.575 -1.672
H 4.893 0.364 -2.790
H 5.072 -1.395 -2.534
C 0.752 -1.772 4.232
O 0.654 -2.309 5.330
N -0.223 -1.027 3.634
N 1.891 -1.846 3.507
H -0.110 -0.818 2.650
H -1.112 -1.204 4.074
H 2.606 -2.443 3.883
H 1.953 -1.576 2.535
C 1.277 -4.561 0.240
O 1.188 -5.772 0.394
N 0.935 -3.855 -0.829
N 1.848 -3.721 1.168
H 0.982 -2.850 -0.832
H 0.591 -4.255 -1.683
H 2.026 -4.056 2.096
H 1.681 -2.733 1.004
C -3.143 -0.585 -2.415
O -2.032 -0.038 -2.565
N -4.110 -0.480 -3.323
N -3.391 -1.156 -1.222
H -4.881 -1.123 -3.258
H -4.110 0.306 -3.946
H -4.256 -1.615 -0.993
H -2.631 -1.072 -0.567
C 1.766 3.858 -1.727
O 1.272 3.188 -2.643
N 2.290 5.085 -1.967
N 1.926 3.399 -0.468
H 2.247 5.452 -2.899
H 2.627 5.673 -1.227
H 2.545 3.879 0.166
H 1.736 2.440 -0.223
```

energy above the lowest of the compared OMol25 structures with the same formula, charge and spin: 29.0 kcal/mol
max |F|: 0.0745 Eh/bohr
HOMO energy: -8.97 eV
lowest unoccupied orbital energy: -1.15 eV

Mulliken atomic charge list, values in e, 2 entries:
1. Be 0.995
2. S 0.320

=====

(3)
The following is a quantum chemistry calculation of 12 unconnected molecules or ions with the total composition C11H44F2N23O15S2 in a non-equilibrium geometry, from the OMol25 dataset.

Geometry as XYZ:
```
97
C11H44F2N23O15S2, DFT wB97M-V/def2-TZVPD
N -0.289 0.925 -0.870
S -0.557 -0.088 0.302
O -0.457 0.498 1.636
O -0.438 -1.481 -0.004
F -2.159 -0.051 0.271
S 1.308 0.391 -1.012
O 1.551 -0.758 -1.830
O 2.255 0.725 0.024
F 1.647 1.558 -2.071
C 1.565 -1.173 -6.227
O 1.908 -0.415 -7.160
N 1.858 -2.460 -6.241
N 1.389 -0.621 -5.017
H 1.602 -3.189 -5.587
H 2.470 -2.704 -7.003
H 1.100 -1.093 -4.181
H 1.681 0.340 -5.090
C 1.114 4.468 0.300
O 1.560 5.333 1.036
N -0.030 3.804 0.473
N 1.758 3.910 -0.768
H -0.210 3.059 -0.172
H -0.570 4.009 1.298
H 1.320 3.244 -1.369
H 2.728 4.135 -0.922
C 0.986 -4.330 -3.006
O 0.573 -4.153 -4.164
N 0.739 -5.394 -2.274
N 1.478 -3.358 -2.229
H 1.170 -5.696 -1.417
H 0.511 -6.205 -2.836
H 1.310 -2.418 -2.551
H 1.783 -3.535 -1.290
C 3.753 1.112 3.533
O 4.176 -0.041 3.623
N 3.087 1.740 2.548
N 4.288 1.969 4.404
H 2.831 1.203 1.732
H 2.881 2.696 2.769
H 3.819 2.849 4.542
H 4.919 1.459 5.002
C -2.573 3.024 -2.466
O -3.465 3.772 -2.858
N -1.522 2.639 -3.212
N -2.713 2.194 -1.424
H -1.548 3.059 -4.128
H -0.793 2.133 -2.746
H -3.422 2.237 -0.714
H -1.845 1.735 -1.170
C -6.065 -0.552 1.177
O -6.887 0.099 1.825
N -5.890 -1.843 1.547
N -5.337 -0.123 0.144
H -6.539 -2.224 2.214
H -5.387 -2.560 1.043
H -4.839 -0.848 -0.347
H -5.348 0.843 -0.131
C 4.645 3.840 -3.974
O 4.765 3.655 -2.769
N 5.497 4.567 -4.725
N 3.703 3.262 -4.685
H 5.408 4.844 -5.686
H 6.019 5.197 -4.134
H 2.879 2.906 -4.227
H 3.544 3.781 -5.536
C 1.233 -1.827 5.301
O 0.351 -2.224 6.069
N 1.032 -0.875 4.384
N 2.457 -2.324 5.134
H 0.087 -0.531 4.360
H 1.790 -0.514 3.827
H 2.859 -2.973 5.787
H 2.982 -1.992 4.336
C -2.815 -2.903 2.951
O -3.248 -3.822 2.225
N -2.051 -3.289 3.988
N -3.133 -1.622 2.849
H -1.627 -2.512 4.472
H -2.028 -4.285 4.105
H -3.761 -1.264 2.148
H -2.629 -0.987 3.446
C -2.530 -4.712 -1.167
O -2.444 -5.101 -2.341
N -3.337 -5.313 -0.268
N -1.835 -3.706 -0.592
H -3.232 -5.140 0.722
H -3.715 -6.227 -0.455
H -2.066 -3.713 0.392
H -1.046 -3.144 -0.864
C -0.817 3.509 3.900
O -1.080 4.516 4.574
N -1.785 2.843 3.265
N 0.382 3.189 3.457
H -2.752 2.907 3.531
H -1.524 2.080 2.649
H 1.211 3.691 3.718
H 0.375 2.363 2.880
```

net charge: -1
energy above the lowest of the compared OMol25 structures with the same formula, charge and spin: 78.9 kcal/mol
max |F|: 0.1539 Eh/bohr
HOMO energy: -7.46 eV
lowest unoccupied orbital energy: 0.73 eV

Mulliken atomic charge list, values in e, 2 entries:
1. N -0.633
2. S 0.305